Entry 1:
C38H43CrI2N6O3 | ωB97M-V with the def2-TZVPD basis set

multiplicity = 4
⟨S²⟩ = 3.841
gap between HOMO and LUMO (alpha / beta) = 7.218 / 7.252 eV

Last column: Löwdin spin population.
Atoms and positions in Å:
1 Cr 0.20350 0.15382 -0.61145  3.03
2 C 0.11391 -0.55877 -5.47977  0.00
3 C 1.42858 -0.43364 -4.75865  0.00
4 C 2.59790 -0.60448 -5.48985  0.00
5 C 3.83577 -0.66733 -4.87641  0.00
6 C 3.88949 -0.67949 -3.49487  0.00
7 C 2.74556 -0.49161 -2.73170  0.00
8 C 2.90940 -0.62850 -1.24073  0.00
9 C 1.51524 -0.23651 -3.36397  0.00
10 N 0.40117 0.19241 -2.59746  0.00
11 C -0.37324 1.19951 -3.11234  0.01
12 O -0.17859 1.89395 -4.09546  0.01
13 C -1.61459 1.37446 -2.28743  0.02
14 C -2.77735 1.97895 -2.72002  0.00
15 C -3.93771 1.76078 -1.98915  0.02
16 C -3.91260 0.84470 -0.94384  0.00
17 C -2.70063 0.30019 -0.56210  0.01
18 N -1.56778 0.68036 -1.15073  -0.03
19 C -2.59256 -0.97636 0.23137  0.00
20 O -3.53495 -1.33333 0.95390  0.01
21 N -1.48825 -1.63252 -0.10581  0.00
22 C -1.48905 -3.02065 0.16316  0.00
23 C -1.46206 -3.57936 1.45155  0.00
24 C -1.36903 -2.72176 2.67998  0.00
25 C -1.55729 -4.96079 1.58947  0.00
26 C -1.70129 -5.78778 0.48656  0.00
27 C -1.72804 -5.23238 -0.78378  0.00
28 C -1.61761 -3.85938 -0.96025  0.00
29 C -1.70369 -3.25538 -2.33405  0.00
30 H 0.20980 -1.29473 -6.27828  0.00
31 H -0.19393 0.39020 -5.91740  0.00
32 H -0.67439 -0.88226 -4.79767  0.00
33 H 2.52296 -0.69441 -6.56750  0.00
34 H 4.73961 -0.75969 -5.46426  0.00
35 H 4.83686 -0.83049 -2.98887  0.00
36 H 3.47915 -1.53293 -1.03509  0.00
37 H 1.95192 -0.74584 -0.71109  0.01
38 H 3.45104 0.21020 -0.80561  0.00
39 H -2.75257 2.56987 -3.62455  0.00
40 H -4.86555 2.23547 -2.27913  0.00
41 H -4.80968 0.50826 -0.44329  0.00
42 H -0.40846 -2.20599 2.72634  0.00
43 H -1.47914 -3.33068 3.57719  0.00
44 H -2.16297 -1.97436 2.66480  0.00
45 H -1.52850 -5.38913 2.58486  0.00
46 H -1.78910 -6.85966 0.61537  0.00
47 H -1.84125 -5.87288 -1.65091  0.00
48 H -1.57434 -4.01714 -3.10240  0.00
49 H -0.95259 -2.47615 -2.47081  0.00
50 H -2.68099 -2.78517 -2.47837  0.00
51 I 2.55595 -3.99125 -2.02547  0.00
52 C 2.42678 -4.62743 0.00289  0.00
53 I 2.58888 -3.05765 1.43642  0.00
54 H 3.23902 -5.31770 0.19172  0.00
55 H 1.46587 -5.09720 0.14831  0.00
56 C 1.61921 4.58312 2.84835  0.00
57 N 0.89229 3.36801 2.51213  0.00
58 C -0.17389 3.69574 1.57403  0.00
59 C 1.79705 2.27529 2.09032  0.00
60 C 2.27026 2.38615 0.65876  -0.01
61 C 3.43950 3.13793 0.50774  -0.01
62 C 3.90407 3.54139 -0.73089  0.01
63 C 3.14501 3.21675 -1.83764  -0.01
64 C 2.01852 2.41569 -1.69715  0.00
65 C 1.56436 1.90550 -0.47180  -0.12
66 H 0.90944 5.33445 3.19837  0.00
67 H 2.16633 5.00696 1.99405  0.00
68 H 2.32787 4.37871 3.65270  0.00
69 H -0.88246 4.36036 2.07590  0.00
70 H -0.70113 2.80086 1.25598  0.00
71 H 0.18733 4.20810 0.67178  0.00
72 H 1.31631 1.32323 2.26608  0.00
73 H 2.65588 2.32556 2.76252  0.00
74 H 3.98505 3.41924 1.40211  0.00
75 H 4.82086 4.11096 -0.81651  0.00
76 H 3.42763 3.55908 -2.82561  0.00
77 H 1.52313 2.19484 -2.62562  0.00
78 N -0.24006 0.27192 1.31438  0.00
79 C -0.89238 0.55292 2.23181  0.03
80 N -1.48826 0.84490 3.34965  0.01
81 C -2.95229 0.90900 3.46431  0.00
82 C -3.34325 0.44611 4.85739  0.00
83 O -2.67758 1.19215 5.86101  0.00
84 C -1.27608 1.04076 5.75869  0.00
85 C -0.76014 1.54414 4.41789  0.00
86 H -3.41088 0.26020 2.71883  0.00
87 H -3.27906 1.94272 3.30922  0.00
88 H -3.11034 -0.62179 4.96101  0.00
89 H -4.41080 0.59000 5.01221  0.00
90 H -1.00017 -0.01438 5.89046  0.00
91 H -0.83754 1.62642 6.56495  0.00
92 H 0.30642 1.35692 4.31674  0.00
93 H -0.92883 2.61974 4.33250  0.00

Forces on the atoms, in the same order (eV/Å):
0.801 -0.229 -0.219
0.027 0.165 0.061
-0.143 -0.046 0.125
0.004 0.010 0.002
0.012 -0.052 -0.016
0.043 0.002 -0.021
-0.161 0.095 0.047
0.315 0.397 -0.377
0.344 0.009 -0.066
-0.177 -0.217 -0.516
0.364 0.039 -0.005
-0.105 -0.106 -0.068
0.070 0.049 0.118
0.033 0.104 -0.071
0.124 -0.080 0.078
-0.075 0.178 0.099
0.024 -0.081 0.102
-1.124 0.655 -0.562
0.026 -0.356 0.234
-0.110 0.268 -0.059
0.370 0.374 -0.161
-0.097 -0.429 0.023
0.035 0.077 -0.116
0.028 0.088 -0.067
0.048 -0.036 -0.070
0.114 -0.002 -0.003
0.115 -0.045 0.057
0.118 0.103 0.087
0.002 0.008 0.025
-0.030 -0.019 0.026
-0.037 0.028 0.009
-0.020 -0.014 -0.044
-0.011 -0.037 0.005
-0.006 -0.050 0.003
-0.014 -0.016 0.014
-0.180 0.022 0.129
0.306 -0.392 0.183
-0.162 0.067 0.075
0.005 -0.038 -0.021
-0.016 -0.039 -0.038
0.025 -0.021 0.022
0.062 0.029 0.021
0.037 0.011 0.017
-0.015 -0.008 0.035
-0.040 0.002 0.005
-0.006 0.014 0.005
-0.008 0.023 -0.016
-0.005 -0.010 -0.005
0.015 -0.007 -0.042
0.022 0.028 -0.029
-0.143 -0.296 0.126
0.077 0.116 -0.080
-0.078 -0.180 0.032
-0.005 0.036 -0.011
-0.190 -0.005 0.005
-0.018 -0.087 0.028
0.058 0.012 -0.048
0.092 0.042 0.071
-0.056 0.082 -0.053
-0.020 -0.014 0.137
-0.048 -0.014 -0.023
0.021 -0.015 0.020
0.029 0.048 0.028
0.028 0.046 -0.123
-0.376 -0.039 -0.110
0.020 0.006 0.028
-0.014 0.027 0.005
0.028 0.030 -0.015
-0.011 -0.027 -0.013
-0.036 -0.033 -0.076
0.006 -0.041 -0.031
0.108 0.034 0.061
0.028 -0.026 -0.013
0.011 0.016 -0.013
-0.018 0.020 -0.023
0.011 -0.028 -0.005
0.010 -0.024 0.050
-0.715 0.164 1.019
0.430 -0.265 0.095
-0.148 0.065 -0.045
-0.232 -0.092 0.069
0.064 -0.034 -0.028
-0.025 0.014 -0.053
0.041 -0.082 -0.123
-0.019 0.103 0.359
0.055 -0.033 -0.130
0.057 -0.021 -0.019
0.003 0.017 0.025
-0.003 -0.003 -0.025
-0.019 0.009 0.011
0.037 -0.010 -0.014
-0.018 0.010 -0.031
0.032 -0.043 -0.077

***

Entry 2:
C6H13NO | ωB97M-V with the def2-TZVPD basis set

gap between HOMO and LUMO = 8.600 eV
energy above the lowest of the compared OMol25 structures with the same formula, charge and spin = 106.5 kcal per mole

Last column: Löwdin charge in e.
Atoms and positions in Å:
1 C 0.95362 -0.29691 -1.46749  -0.05
2 C 1.36812 1.26529 0.35520  -0.07
3 N 0.38896 0.33891 -0.25647  -0.28
4 C -1.23732 1.51634 -0.64210  -0.26
5 O -1.12953 2.72558 -0.66798  -0.03
6 H -1.65671 0.90582 -1.45325  0.09
7 H 1.58789 -1.13939 -1.18761  0.09
8 H 1.53659 0.42542 -2.04222  0.09
9 H 0.14836 -0.65847 -2.10706  0.08
10 H 1.69864 1.98462 -0.39525  0.09
11 H 0.89516 1.82908 1.15928  0.09
12 H 2.20883 0.70400 0.76251  0.09
13 C -1.14916 -1.66302 0.05393  -0.06
14 C -0.40371 -0.49716 0.69499  -0.42
15 C 0.07041 -0.73234 1.96570  0.06
16 H -1.53187 0.71398 0.43722  0.15
17 H -0.46667 -2.44447 -0.28592  0.09
18 H -1.82353 -2.10468 0.79075  0.08
19 H -1.76768 -1.33754 -0.78555  0.07
20 H -0.41360 -1.48385 2.57762  0.06
21 H 0.72321 -0.05122 2.49367  0.05

Forces on the atoms, in the same order (eV/Å):
-0.471 -0.318 0.641
-0.680 -0.489 0.054
0.020 0.648 0.057
-2.100 -1.165 2.528
0.555 -1.197 0.212
0.536 0.051 -0.605
0.181 -0.065 -0.137
-0.122 0.041 0.265
0.032 -0.037 0.042
-0.045 -0.164 0.006
-0.075 -0.053 -0.056
0.204 0.058 -0.010
-0.654 0.709 -0.071
3.726 -2.233 0.299
-1.153 1.129 -1.042
-0.281 2.933 -1.816
0.036 0.202 -0.037
0.120 0.073 -0.041
0.048 -0.091 -0.028
-0.060 0.037 -0.097
0.184 -0.068 -0.164

***

Entry 3:
C2H8NO2P | ωB97M-V with the def2-TZVPD basis set

gap between HOMO and LUMO = 9.225 eV
energy above the lowest of the compared OMol25 structures with the same formula, charge and spin = 57.7 kcal per mole

Last column: Löwdin charge in e.
Atoms and positions in Å:
1 C 2.13566 0.24861 -1.30940  -0.09
2 C 1.81214 -0.07592 0.15431  -0.32
3 N 0.79324 0.26429 0.72879  0.08
4 O -3.06539 -0.85037 1.46218  -0.44
5 O -1.88174 0.97658 0.02083  -0.34
6 P -2.66269 -0.41246 -0.08240  0.70
7 H 1.28510 0.82108 -1.79268  0.09
8 H 2.38382 -0.71821 -1.93388  0.11
9 H 3.13410 0.63608 -1.43981  0.05
10 H 2.68467 -0.67520 0.60046  0.13
11 H 0.64178 -0.13047 1.65230  0.07
12 H -0.99194 0.99786 -0.00763  -0.09
13 H -2.34706 -1.37124 2.03493  0.10
14 H -3.92167 0.28936 -0.08800  -0.03

Forces on the atoms, in the same order (eV/Å):
-0.861 -1.629 -0.937
4.731 -1.681 -2.327
-3.086 0.683 1.004
2.515 -1.718 2.521
-4.622 1.160 0.339
-1.131 -0.182 0.198
1.339 -0.534 0.428
-1.277 1.247 1.349
0.117 1.169 0.353
-1.298 0.520 -0.090
0.439 0.239 0.167
5.137 -0.377 -0.077
-2.304 1.631 -2.288
0.302 -0.529 -0.639

***

What is the formula in the first record? C38H43CrI2N6O3